(1)
The following is a quantum chemistry calculation of a cluster of 2 separate species, CH7N in total, from the OMol25 dataset.

The value obtained for the electronic energy is -2640.4232 eV. The relative energy (zero: lowest compared OMol25 entry of this formula, charge and spin) is 5.1 kcal/mol. As for the HOMO-LUMO gap: 11.12 eV. Its highest occupied orbital energy is -10.0 eV. The SMILES is C.N. The largest force on an atom is 0.0506 hartree/bohr.

The geometry in XYZ format:
```
9
Properties=species:S:1:pos:R:3:forces:R:3:lowdin_charge:R:1
C 1.14055 0.07805 -1.17195 -0.10 0.61 0.05 -0.06
H 1.66919 0.45815 -2.02570 0.51 0.34 -0.30 0.00
H 1.61810 -0.84124 -0.85979 0.22 0.16 0.62 0.02
H 0.18773 -0.19957 -1.55340 -1.02 -0.22 -0.14 0.00
H 0.99425 0.89463 -0.43286 0.40 -0.88 -0.22 0.03
N -1.38617 -0.26990 1.30503 -2.45 0.31 0.82 -0.02
H -0.54767 -0.47205 1.83357 0.09 0.59 -0.14 -0.01
H -1.46896 0.68775 0.92096 0.76 -0.86 0.52 0.01
H -2.20701 -0.33582 1.98413 1.59 -0.05 -1.19 0.03
```
Positions in Å, forces in eV/Å.

=====

(2)
The following is a quantum chemistry calculation of a cluster of 2 separate species, CH7N2O in total, from the OMol25 dataset.

The value obtained for the electronic energy is -6177.0110 eV. The relative energy (zero: lowest compared OMol25 entry of this formula, charge and spin) is 30.6 kcal/mol. As for the HOMO-LUMO gap: 7.04 eV. The net charge is -1. Its highest occupied orbital energy is -2.6 eV. The largest force on an atom is 0.0613 hartree/bohr.

The geometry in XYZ format:
```
11
Properties=species:S:1:pos:R:3:forces:R:3:lowdin_charge:R:1
O 2.00171 0.59950 -0.87975 -0.15 0.02 0.64 -0.63
H 2.18293 0.65182 0.07485 0.31 0.21 -0.39 -0.19
N 0.11605 -1.15728 0.49901 -0.52 0.57 0.71 -0.05
C -1.15803 -0.43676 0.55570 2.25 2.01 -0.91 -0.36
N -1.18737 0.92128 -0.12938 -0.21 -0.50 -0.34 -0.05
H 0.79703 -0.41366 0.23825 0.57 -1.43 -1.05 0.00
H 0.10660 -2.10005 0.09958 0.32 1.25 -0.34 0.04
H -1.24688 -0.16801 1.58747 -1.47 -0.30 0.76 0.07
H -1.87322 -0.97190 -0.02344 -1.24 -0.66 0.58 0.07
H -0.90032 0.75677 -1.09957 0.27 0.43 0.54 0.04
H -0.63248 1.72160 0.23923 -0.12 -1.61 -0.19 0.06
```
Positions in Å, forces in eV/Å.

=====

(3)
The following is a quantum chemistry calculation of a cluster of 2 separate species, CH7N2O in total, from the OMol25 dataset.

The value obtained for the electronic energy is -6178.1722 eV. The relative energy (zero: lowest compared OMol25 entry of this formula, charge and spin) is 3.8 kcal/mol. As for the HOMO-LUMO gap: 7.34 eV. The net charge is -1. Its highest occupied orbital energy is -2.6 eV. The largest force on an atom is 0.0123 hartree/bohr.

The geometry in XYZ format:
```
11
Properties=species:S:1:pos:R:3:forces:R:3:lowdin_charge:R:1
N 0.84847 -1.06596 1.62939 -0.32 -0.08 0.37 -0.01
H 0.30900 -0.91578 0.76156 0.35 -0.03 -0.39 -0.04
H 0.22776 -0.82862 2.39866 -0.02 0.17 0.03 -0.02
H 0.93070 -2.07315 1.70812 0.15 -0.15 -0.14 -0.02
N -0.02175 1.46957 -0.48537 -0.10 0.19 -0.25 -0.06
C -0.62528 0.35824 -1.32617 -0.17 0.57 -0.20 -0.64
O -0.04522 -0.82917 -1.22001 -0.19 0.00 0.29 -0.36
H 0.98238 1.31943 -0.54176 -0.01 -0.04 0.12 0.03
H -0.26812 1.33860 0.49207 0.10 -0.21 -0.10 0.01
H -0.62430 0.80200 -2.36179 0.24 -0.18 0.09 0.06
H -1.71363 0.42486 -1.05470 -0.03 -0.23 0.18 0.06
```
Positions in Å, forces in eV/Å.

=====

(4)
The following is a quantum chemistry calculation of a cluster of 2 separate species, CH7N2O in total, from the OMol25 dataset.

The value obtained for the electronic energy is -6176.2858 eV. The relative energy (zero: lowest compared OMol25 entry of this formula, charge and spin) is 47.3 kcal/mol. As for the HOMO-LUMO gap: 7.04 eV. The net charge is -1. Its highest occupied orbital energy is -2.9 eV. The largest force on an atom is 0.1253 hartree/bohr.

The geometry in XYZ format:
```
11
Properties=species:S:1:pos:R:3:forces:R:3:lowdin_charge:R:1
N -3.07244 0.50208 -0.77760 2.27 1.13 0.72 -0.06
H -2.20056 1.22223 -0.68556 -2.49 -2.66 -0.22 0.07
H -2.85881 -0.27116 -0.12717 0.04 1.02 0.41 -0.02
H -2.89366 -0.05200 -1.60234 0.15 0.49 -0.94 -0.03
N 0.02901 0.08589 0.83973 3.68 -4.55 -2.69 -0.03
C 1.37100 -0.37023 -0.27098 -0.70 -0.96 3.22 -0.50
O 2.46836 -0.26931 0.40688 -0.67 -0.27 -1.60 -0.32
H -0.74205 -0.47025 0.79446 -2.65 -1.44 0.01 -0.10
H -0.03864 0.94557 1.15799 -0.46 5.02 1.67 -0.11
H 0.98755 -1.47277 -0.59603 0.49 1.77 0.48 0.07
H 1.07732 0.35845 -1.00550 0.35 0.46 -1.08 0.02
```
Positions in Å, forces in eV/Å.

=====

(5)
The following is a quantum chemistry calculation of a cluster of 2 separate species, CH7N2O in total, from the OMol25 dataset.

The value obtained for the electronic energy is -6177.9787 eV. The relative energy (zero: lowest compared OMol25 entry of this formula, charge and spin) is 8.3 kcal/mol. As for the HOMO-LUMO gap: 7.90 eV. The net charge is -1. Its highest occupied orbital energy is -3.1 eV. The largest force on an atom is 0.0242 hartree/bohr.

The geometry in XYZ format:
```
11
Properties=species:S:1:pos:R:3:forces:R:3:lowdin_charge:R:1
O -1.97081 -0.10424 -0.46465 0.81 0.84 -0.02 -0.53
H -2.55461 -0.82975 -0.58550 -0.83 -0.93 -0.09 -0.19
N 1.04948 -0.85339 -0.64074 -0.31 0.23 0.47 -0.05
C 1.00935 -0.03259 0.63322 -0.02 -1.03 -0.47 -0.41
N 0.21730 1.15545 0.52347 0.02 -0.05 0.62 -0.04
H 0.17987 -0.59109 -1.11407 -0.14 0.22 0.00 0.01
H 0.76794 -1.78298 -0.34470 0.31 -0.25 -0.10 0.03
H 2.04675 0.16797 0.91563 0.01 0.23 0.03 0.07
H 0.56666 -0.67422 1.40317 0.05 0.25 0.20 0.09
H -0.75536 0.82558 0.39008 -0.04 -0.04 -0.11 -0.01
H 0.45580 1.57088 -0.35503 0.16 0.53 -0.54 0.04
```
Positions in Å, forces in eV/Å.

=====

(6)
The following is a quantum chemistry calculation of a cluster of 2 separate species, CH7N2O in total, from the OMol25 dataset.

The value obtained for the electronic energy is -6178.1774 eV. The relative energy (zero: lowest compared OMol25 entry of this formula, charge and spin) is 3.7 kcal/mol. As for the HOMO-LUMO gap: 7.99 eV. The net charge is -1. Its highest occupied orbital energy is -3.2 eV. The largest force on an atom is 0.0205 hartree/bohr.

The geometry in XYZ format:
```
11
Properties=species:S:1:pos:R:3:forces:R:3:lowdin_charge:R:1
O 0.35177 1.37865 1.42543 -0.15 0.17 -0.12 -0.56
H -0.26640 2.06280 1.71114 0.11 -0.11 0.08 -0.15
N -0.34090 0.50417 -1.22191 0.79 0.68 -0.19 -0.05
C -0.47801 -0.86644 -0.74636 -0.20 0.43 0.73 -0.42
N 0.38414 -1.25198 0.38082 0.14 0.73 -0.02 -0.05
H 0.59391 0.62344 -1.61837 -0.14 -0.39 -0.40 0.04
H -0.18033 1.11437 -0.39118 -0.58 -0.37 0.41 0.01
H -0.30492 -1.55016 -1.56408 -0.03 -0.29 -0.42 0.07
H -1.52116 -0.96752 -0.42063 0.13 -0.20 -0.02 0.09
H 0.23835 -0.48798 1.07395 -0.29 -0.20 0.06 0.00
H 1.31164 -0.94050 0.09104 0.23 -0.45 -0.11 0.04
```
Positions in Å, forces in eV/Å.

=====

(7)
The following is a quantum chemistry calculation of a cluster of 3 separate species, CH7N2O2 in total, from the OMol25 dataset.

The value obtained for the electronic energy is -8215.5835 eV. The relative energy (zero: lowest compared OMol25 entry of this formula, charge and spin) is 113.5 kcal/mol. As for the HOMO-LUMO gap: 12.23 eV. The net charge is +1. Its highest occupied orbital energy is -16.1 eV. The largest force on an atom is 0.0864 hartree/bohr.

The geometry in XYZ format:
```
12
Properties=species:S:1:pos:R:3:forces:R:3:lowdin_charge:R:1
C 0.45580 -0.32820 -0.40562 -0.95 0.17 -0.93 -0.55
N -0.26123 1.79239 -0.22268 0.44 0.09 0.03 0.14
N 1.13289 -1.39003 -0.00085 0.64 1.63 -0.25 0.27
O -0.46977 -0.34467 -1.29029 -0.45 -2.19 -0.69 0.19
O 0.74339 0.79651 0.15596 -0.44 0.66 0.45 0.04
H -0.95640 -1.08076 1.41820 -3.75 2.38 0.06 0.09
H -1.13984 1.51438 0.24834 0.73 0.19 0.26 0.11
H -1.77022 -0.54873 1.39006 3.57 -2.40 0.15 0.11
H 0.14560 2.59222 0.24640 -0.26 0.37 -0.01 0.13
H 2.07598 -1.11038 0.24050 0.03 -0.57 0.66 0.16
H 0.90646 -2.35694 -0.08581 -0.33 -0.38 -0.68 0.15
H -0.86266 0.46422 -1.69423 0.78 0.04 0.95 0.18
```
Positions in Å, forces in eV/Å.

=====

(8)
The following is a quantum chemistry calculation of the ion CH7N2O2Si with charge +1, from the OMol25 dataset.

The value obtained for the electronic energy is -16092.4630 eV. The relative energy (zero: lowest compared OMol25 entry of this formula, charge and spin) is 16.6 kcal/mol. As for the HOMO-LUMO gap: 10.64 eV. The net charge is +1. Its highest occupied orbital energy is -14.4 eV. The SMILES is O/[NH+]=C/N(O)[SiH3]. The largest force on an atom is 0.0873 hartree/bohr.

The geometry in XYZ format:
```
13
Properties=species:S:1:pos:R:3:forces:R:3:lowdin_charge:R:1
O -2.95244 0.51371 0.17509 0.86 0.87 2.21 0.07
N -1.81265 -0.19736 0.03234 1.83 -2.57 -0.37 -0.01
C -0.62268 0.39177 -0.02862 -0.35 0.51 0.57 -0.07
N 0.51612 -0.27871 0.09228 -0.38 2.71 -1.65 -0.32
O 0.42644 -1.61485 0.12585 0.90 -2.76 -2.12 -0.03
Si 2.21316 0.48730 0.10563 -2.54 0.63 3.65 0.83
H -3.53484 0.40599 -0.54861 -0.73 -0.56 -1.77 0.11
H -1.77921 -1.26040 0.21668 -0.64 2.20 -0.29 0.22
H -0.57158 1.50702 -0.08219 -0.12 -1.10 0.05 0.18
H 0.87851 -1.90661 -0.75502 -1.25 0.14 2.18 0.19
H 3.18186 -0.44698 -0.19499 1.18 -1.54 -0.50 -0.07
H 2.15151 1.60780 -0.71842 -0.08 1.29 -1.09 -0.08
H 1.90580 0.79133 1.57997 1.32 0.18 -0.87 -0.01
```
Positions in Å, forces in eV/Å.

=====

(9)
The following is a quantum chemistry calculation of a structure of composition CH7N2OP, from the OMol25 dataset.

The value obtained for the electronic energy is -15465.7719 eV. The relative energy (zero: lowest compared OMol25 entry of this formula, charge and spin) is 53.3 kcal/mol. As for the HOMO-LUMO gap (spin up / spin down): 9.15 / 9.15 eV. Its highest occupied orbital energy (spin up / spin down) is -8.5 / -8.5 eV. The largest force on an atom is 0.0856 hartree/bohr.

The geometry in XYZ format:
```
12
Properties=species:S:1:pos:R:3:forces:R:3:lowdin_charge:R:1
C 0.86092 -1.59879 0.45743 2.83 3.22 0.99 -0.30
N -0.87553 2.27836 0.83421 0.09 -0.78 -0.46 -0.21
N -0.06293 1.14922 -1.39365 0.46 0.49 -1.15 -0.23
O 0.03800 -0.61274 1.02086 0.56 3.23 -1.42 -0.43
P 0.43896 1.48146 0.15441 -0.32 -2.22 1.79 0.87
H 0.67308 -2.42562 1.03279 -0.82 -2.76 0.61 0.03
H 2.03801 -1.46287 0.69266 -2.09 0.18 -0.66 0.10
H 0.74863 -1.63219 -0.60253 -0.10 -0.76 -0.91 0.03
H -0.77943 2.46879 1.81697 0.20 0.10 0.27 0.02
H -1.81701 1.95223 0.64312 0.07 0.00 -0.20 0.05
H 0.54728 1.45341 -2.16590 -0.26 -0.09 0.91 0.05
H -0.44788 0.26603 -1.64608 -0.62 -0.61 0.22 0.03
```
Positions in Å, forces in eV/Å.

=====

(10)
The following is a quantum chemistry calculation of a cluster of 2 separate species, CH7N2S in total, from the OMol25 dataset.

The value obtained for the electronic energy is -14966.5856 eV. The relative energy (zero: lowest compared OMol25 entry of this formula, charge and spin) is 13.8 kcal/mol. As for the HOMO-LUMO gap: 7.45 eV. The net charge is -1. Its highest occupied orbital energy is -2.9 eV. The largest force on an atom is 0.0803 hartree/bohr.

The geometry in XYZ format:
```
11
Properties=species:S:1:pos:R:3:forces:R:3:lowdin_charge:R:1
S -1.02703 -1.59064 0.69410 -1.29 -0.84 -1.31 -0.27
H -1.80960 -2.13823 -0.38481 1.13 0.77 1.43 -0.39
N -0.25415 1.59414 -1.16423 0.80 -1.10 -0.02 -0.04
C 0.81912 1.42954 -0.08955 -1.25 3.59 1.60 -0.46
N 1.63542 0.31479 0.05859 -0.30 -2.20 0.03 -0.06
H -1.13326 1.15683 -0.86694 0.51 0.05 0.46 0.01
H -0.02309 0.97797 -1.97061 0.19 0.65 0.69 0.05
H 0.33585 1.58672 0.93336 0.07 -0.20 -1.44 0.11
H 1.52641 2.30620 -0.11016 -0.84 -0.28 -0.72 0.08
H 1.95380 0.04699 -0.86672 0.16 -0.48 0.14 0.05
H 0.99868 -0.42599 0.43716 0.84 0.04 -0.85 -0.08
```
Positions in Å, forces in eV/Å.

=====

(11)
The following is a quantum chemistry calculation of the ion CH7N2Si with charge +1, from the OMol25 dataset.

The value obtained for the electronic energy is -12001.3358 eV. The relative energy (zero: lowest compared OMol25 entry of this formula, charge and spin) is 10.2 kcal/mol. As for the HOMO-LUMO gap: 12.18 eV. The net charge is +1. Its highest occupied orbital energy is -15.7 eV. The SMILES is [NH2+]=CN[SiH3]. The largest force on an atom is 0.1071 hartree/bohr.

The geometry in XYZ format:
```
11
Properties=species:S:1:pos:R:3:forces:R:3:lowdin_charge:R:1
N 1.58987 -0.57889 -0.38597 -0.66 -2.15 -1.40 0.19
C 1.10895 0.46734 0.17777 0.91 1.31 0.75 -0.27
N -0.14253 0.71145 0.19330 -4.05 2.34 2.90 -0.10
Si -1.72777 -0.28005 0.05443 0.82 2.06 1.83 0.76
H 2.54413 -0.57158 -0.59084 1.67 -0.41 -0.23 0.12
H 1.00953 -1.27042 -0.89558 0.56 0.79 0.56 0.15
H 1.83872 1.15752 0.63648 -0.49 -0.28 -0.28 0.18
H -0.47784 1.49411 0.87663 1.55 -1.36 -1.79 0.15
H -1.59453 -0.75845 -1.19642 0.01 -1.51 -2.81 -0.12
H -1.47771 -1.29063 1.11683 -0.66 0.31 -0.10 -0.04
H -2.67082 0.91962 0.01337 0.34 -1.10 0.57 -0.02
```
Positions in Å, forces in eV/Å.

=====

(12)
The following is a quantum chemistry calculation of a cluster of 2 separate species, CH7N3 in total, from the OMol25 dataset.

The value obtained for the electronic energy is -5610.1910 eV. The relative energy (zero: lowest compared OMol25 entry of this formula, charge and spin) is 28.8 kcal/mol. As for the HOMO-LUMO gap (spin up / spin down): 8.12 / 3.54 eV. The net charge is +1. Its highest occupied orbital energy (spin up / spin down) is -13.4 / -13.4 eV. The multiplicity is 2. The largest force on an atom is 0.1184 hartree/bohr.

The geometry in XYZ format:
```
11
Properties=species:S:1:pos:R:3:forces:R:3:lowdin_charge:R:1
N -1.59222 0.79355 -3.09453 2.65 -1.08 1.87 0.01
H -2.50008 1.10525 -2.91553 -2.42 -0.24 0.03 -0.02
H -1.14855 1.49676 -2.50518 0.78 0.55 -0.53 -0.01
H -1.37701 -0.02427 -2.44776 -1.03 0.78 -1.37 0.03
N 1.48040 -0.15217 0.65358 -2.00 -3.29 4.72 0.34
C 0.97400 -0.77100 1.80389 3.01 -0.96 -1.70 -0.12
N 0.19270 0.00881 2.49508 0.44 0.43 -0.66 0.28
H 1.73307 -0.74253 -0.08381 1.12 -0.53 -1.84 0.14
H 0.86628 0.59227 0.65034 -0.92 3.22 -1.65 0.10
H 1.33758 -1.81210 2.11401 -0.54 1.50 -0.65 0.19
H 0.03383 -0.49458 3.32991 -1.08 -0.37 1.79 0.09
```
Positions in Å, forces in eV/Å.

=====

The lowest relative energy (zero: lowest compared OMol25 entry of this formula, charge and spin) belongs to which entry? number 6